# 1
Entry from the Open Molecules 2025 dataset: a molecular structure, C16H21F4HfN4 (the ωB97M-V functional and the def2-TZVPD basis).

```
46
Properties=species:S:1:pos:R:3:forces:R:3
Hf -0.051800 0.037800 -0.120000 0.6 -0.6 0.1
C -2.049900 0.681500 -2.100000 0.2 0.0 -0.8
N -2.075600 0.494500 -0.629200 -0.4 0.2 -0.2
C -3.105700 -0.499900 -0.258900 -0.6 -0.7 0.2
C -2.338400 1.780400 0.091800 0.3 0.7 0.4
C -1.173700 2.769100 -0.074400 -0.4 0.3 0.1
N 0.085900 2.001000 -0.094800 -0.2 0.6 -0.2
C 1.266000 2.628200 -0.501000 1.2 0.8 -0.4
C 2.332300 1.812200 -0.911400 0.0 0.8 0.0
F 2.002000 0.390500 -0.928100 -0.5 0.5 0.3
C 3.570700 2.287600 -1.319100 -0.4 -0.4 0.1
F 4.514100 1.441800 -1.663600 0.0 -0.1 -0.1
C 3.774100 3.661900 -1.364200 -0.4 0.0 0.2
C 2.737500 4.510000 -1.002000 0.1 -0.5 0.0
F 2.901000 5.803100 -1.064300 -0.1 0.1 0.1
C 1.502400 4.010300 -0.562600 0.0 -0.4 0.0
F 0.544900 4.854100 -0.199600 0.1 0.0 0.0
H -2.997400 1.108700 -2.454100 0.1 0.0 0.1
H -1.928200 -0.289700 -2.605300 0.0 0.2 0.2
H -1.242800 1.372300 -2.405300 -0.2 -0.2 0.1
H -4.103400 -0.146400 -0.545300 0.2 0.1 0.0
H -3.111300 -0.662400 0.824600 0.0 0.0 -0.1
H -2.932200 -1.452400 -0.768600 0.1 0.2 0.0
H -2.462000 1.539700 1.158100 -0.1 0.0 -0.2
H -3.266900 2.239900 -0.267900 0.1 -0.2 0.1
H -1.202200 3.490900 0.753000 0.0 -0.2 -0.2
H -1.271900 3.353300 -0.996400 0.1 -0.2 0.1
H 4.723200 4.069700 -1.686600 0.1 0.0 0.0
N 0.029100 -2.036700 -0.230100 0.2 -0.8 0.2
C 0.119100 -3.225500 -0.150100 -0.2 0.2 -0.1
N 0.129700 -4.469400 -0.096300 0.0 0.2 0.0
C -0.624600 -5.278300 -1.085600 -0.5 -0.6 -1.0
C 0.303600 -6.281500 -1.757400 0.0 -0.2 0.1
C 0.992700 -7.150600 -0.710900 0.2 0.2 -0.1
C 1.785000 -6.267300 0.247900 -0.1 -0.1 0.0
C 0.873300 -5.248000 0.921100 0.8 -0.5 0.8
H -1.082900 -4.610000 -1.816300 0.0 0.0 0.1
H -1.409500 -5.807900 -0.537300 0.1 0.2 0.1
H 1.042200 -5.768200 -2.376400 0.0 0.1 0.0
H -0.306700 -6.899100 -2.418600 0.0 0.1 0.0
H 1.666700 -7.850400 -1.203400 -0.1 0.0 0.0
H 0.250900 -7.733700 -0.160400 0.0 -0.1 0.0
H 2.599400 -5.766100 -0.278900 0.0 0.1 0.0
H 2.230400 -6.876900 1.036300 0.0 0.1 0.0
H 1.441100 -4.565100 1.554200 -0.1 0.1 0.0
H 0.127800 -5.767900 1.530900 -0.1 0.2 -0.1
```
Forces are in eV/Å.

As for the spin multiplicity: 1. Its net charge is +3.

# 2
Entry from the Open Molecules 2025 dataset: a single C4H9N3S molecule (the ωB97M-V functional and the def2-TZVPD basis).

```
17
Properties=species:S:1:pos:R:3:forces:R:3
C 0.469615 0.269620 2.486909 0.5 -0.8 0.5
N 0.100189 -1.134496 2.169443 0.3 0.4 -1.0
C 0.536513 -1.539061 1.023805 -0.4 0.4 1.4
N 1.364623 -0.786461 0.205400 0.0 0.5 -1.2
C 1.158279 0.099997 -0.695843 -1.3 -1.9 1.2
N -0.019671 0.546352 -1.274156 0.1 -0.3 0.7
C -0.015247 1.830284 -1.961493 0.9 -0.5 -1.2
S -1.589883 -0.063901 -0.877177 1.0 0.0 -0.4
H -0.015088 1.020397 1.853089 0.0 -0.1 -0.1
H 0.177618 0.492757 3.546597 0.5 -0.2 -1.0
H 1.578742 0.322719 2.293809 -0.9 0.5 0.6
H 0.448209 -2.619272 0.808893 -0.1 0.7 -0.2
H 2.010150 0.511238 -1.169910 0.9 0.7 -0.3
H 1.010335 2.226126 -2.223081 -0.9 -0.9 0.2
H -0.464482 2.573623 -1.358120 -0.7 0.9 0.6
H -0.603263 1.641943 -2.859592 0.1 0.7 -0.2
H -1.715040 0.510083 0.318056 -0.1 0.2 0.4
```
Forces are in eV/Å.

As for the spin multiplicity: 1. For the energy relative to the best compared isomer or geometry (same formula, charge and spin), the calculation gives 198.3 kJ/mol. Its net charge is 0.

# 3
Entry from the Open Molecules 2025 dataset: a molecular structure, C21H36N8O8P2SY (the ωB97M-V functional and the def2-TZVPD basis).

```
77
Properties=species:S:1:pos:R:3:forces:R:3
Y -0.645686 -0.789321 0.510503 -0.1 0.0 0.1
O -0.357723 2.447122 3.589988 0.1 0.0 0.0
C -0.650263 1.459635 2.952592 -0.2 0.0 0.0
N 0.192831 0.590689 2.295820 0.0 0.0 0.0
C 1.526699 0.647074 2.601957 0.0 -0.1 -0.1
O 2.071010 1.146631 3.563103 0.0 0.0 0.0
C 2.406356 -0.059308 1.579646 0.0 -0.1 0.0
C 3.777248 -0.118354 1.790231 0.0 0.0 0.0
C 4.571919 -0.728804 0.837924 0.0 0.0 0.0
C 3.975670 -1.241439 -0.307916 0.0 0.0 0.0
C 2.603439 -1.148851 -0.436032 0.0 0.0 0.0
N 1.827614 -0.593531 0.501389 0.0 0.0 0.0
C -2.121989 1.125854 2.780846 0.1 0.0 0.0
C -3.061498 1.863094 3.482653 0.0 0.0 0.0
C -4.399055 1.546257 3.327620 0.0 0.0 0.0
C -4.749129 0.513694 2.470190 0.0 0.0 0.0
C -3.749133 -0.162460 1.797010 0.0 0.0 0.0
N -2.453587 0.129131 1.955523 0.0 0.0 0.0
H 4.174259 0.318949 2.695380 0.0 0.0 0.0
H 5.642741 -0.799805 0.978330 0.0 0.0 0.0
H 4.562663 -1.708945 -1.086586 0.0 0.0 0.0
H 2.088056 -1.527548 -1.312113 0.0 0.0 0.0
H -2.715998 2.660726 4.123580 0.0 0.0 0.0
H -5.160904 2.096541 3.863774 0.0 0.0 0.0
H -5.782812 0.237021 2.317940 0.0 0.0 0.0
H -3.973875 -0.961280 1.102877 0.0 0.0 0.0
N -2.277926 -1.953284 -4.015367 0.0 0.0 0.0
C -2.831044 -1.321806 -2.748801 0.0 0.0 0.0
C -4.178578 -0.670096 -3.011122 0.0 0.0 0.0
P -1.578640 -0.143447 -2.135045 0.1 0.0 0.0
O -1.417084 0.831548 -3.380664 0.0 0.0 -0.1
O -0.333982 -0.966267 -1.878829 0.0 0.0 0.0
O -2.117513 0.496881 -0.895918 0.0 0.0 0.0
P -2.818008 -2.732770 -1.506312 0.0 0.0 0.0
O -4.348316 -3.202347 -1.473709 0.0 0.0 0.0
O -1.955135 -3.769630 -2.154022 0.0 0.0 0.0
O -2.462400 -2.187316 -0.153387 0.0 0.0 0.0
H -3.033724 -2.273028 -4.620912 0.0 0.0 0.0
H -1.742441 -2.788571 -3.687208 0.0 0.0 0.0
H -1.688763 -1.304982 -4.541312 0.0 0.0 0.0
H -4.090614 0.126703 -3.751558 0.0 0.0 0.0
H -4.541429 -0.226050 -2.085440 0.0 0.0 0.0
H -4.914636 -1.404583 -3.340721 0.0 0.0 0.0
H -0.865194 1.597864 -3.129198 0.0 0.0 0.0
H -4.447254 -4.127642 -1.729798 0.0 0.0 0.0
N 0.228544 -3.193202 0.009814 0.0 0.0 0.0
C -0.206958 -4.175014 1.017620 0.0 0.0 0.0
C -0.006999 -3.593900 2.403612 0.0 0.0 0.0
N -0.788196 -2.350259 2.510080 0.0 0.1 -0.1
H -0.190477 -3.421375 -0.891298 0.0 0.0 0.0
H 1.233871 -3.256887 -0.108767 0.0 0.0 0.0
H 0.321081 -5.127247 0.929792 0.0 0.0 0.0
H -1.267122 -4.370110 0.852089 0.0 0.0 0.0
H 1.046007 -3.341510 2.551937 0.0 0.0 0.0
H -0.280458 -4.326505 3.166305 0.0 0.0 0.0
H -0.521362 -1.813456 3.329042 0.0 0.0 0.0
H -1.777101 -2.562617 2.608887 0.0 0.0 0.0
C 2.306209 1.600250 -2.901463 0.0 0.0 0.0
N 2.784601 2.295785 -1.716823 0.0 0.0 0.0
C 4.203113 2.126148 -1.420694 0.0 0.0 0.0
C 1.905109 2.763731 -0.798688 -0.1 0.0 0.0
S 0.265629 2.306989 -0.826956 0.0 0.0 0.0
N 2.377100 3.620455 0.129190 0.0 0.0 0.0
C 3.417627 4.597378 -0.187030 0.0 0.0 0.0
C 1.571725 3.983353 1.290991 0.0 0.0 0.0
H 3.149102 1.467692 -3.577785 0.0 0.0 0.0
H 1.550748 2.196141 -3.410296 0.0 0.0 0.0
H 1.871294 0.627936 -2.655097 0.0 0.0 0.0
H 4.504931 1.126630 -1.732820 0.0 0.0 0.0
H 4.374729 2.210976 -0.350595 0.0 0.0 0.0
H 4.831065 2.851138 -1.941790 0.0 0.0 0.0
H 3.633207 4.595869 -1.251604 0.0 0.0 0.0
H 4.336490 4.415986 0.372435 0.0 0.0 0.0
H 3.043703 5.586196 0.079782 0.0 0.0 0.0
H 1.004419 3.136584 1.654213 0.0 0.0 0.0
H 0.876583 4.790163 1.046848 0.0 0.0 0.0
H 2.245611 4.308735 2.082158 0.0 0.0 0.0
```
Forces are in eV/Å.

As for the spin multiplicity: 1. For the energy relative to the best compared isomer or geometry (same formula, charge and spin), the calculation gives 0.0 kJ/mol. Its net charge is +1.

# 4
Entry from the Open Molecules 2025 dataset: a molecular structure, C38H33KN4O2P2 (the ωB97M-V functional and the def2-TZVPD basis).

```
80
Properties=species:S:1:pos:R:3:forces:R:3
K -2.840349 0.242127 0.344651 -0.1 -0.1 0.0
O 1.051500 3.319596 3.275445 0.0 0.0 0.0
C 0.496218 4.359703 2.588764 0.0 0.0 0.0
C 1.155091 5.586031 2.531489 0.0 0.0 0.0
C 0.635569 6.635679 1.793335 0.0 0.0 0.0
C -0.547625 6.465434 1.088604 0.0 0.0 0.0
C -1.190332 5.239984 1.140829 0.0 0.0 0.0
C -0.702308 4.176466 1.895702 0.0 0.0 0.0
C -1.475850 2.886353 1.841208 0.0 0.0 0.0
O -1.967623 2.570464 0.727106 0.0 0.1 0.1
N -1.576141 2.243828 3.002484 0.0 0.0 0.1
N -2.224691 1.061478 2.846710 0.0 0.0 -0.1
C -2.414686 0.375377 3.904162 0.0 0.0 0.0
C -2.995283 -0.967741 3.819305 0.0 0.0 0.0
C -3.100018 -1.736522 4.979317 0.0 0.0 0.0
C -3.583474 -3.028456 4.903355 0.0 0.0 0.0
C -3.958233 -3.530301 3.666687 0.0 0.0 0.0
C -3.836942 -2.691845 2.568793 0.0 -0.1 0.0
N -3.375887 -1.446877 2.622586 0.0 0.0 0.0
H 1.883992 3.619294 3.655159 0.0 0.0 0.0
H 2.090986 5.709207 3.067433 0.0 0.0 0.0
H 1.162209 7.581114 1.765568 0.0 0.0 0.0
H -0.959581 7.275181 0.501510 0.0 0.0 0.0
H -2.099014 5.070005 0.578167 0.0 0.0 0.0
H -2.096692 0.743501 4.880550 0.0 0.0 0.0
H -2.787897 -1.311151 5.924375 0.0 0.0 0.0
H -3.664190 -3.638401 5.794319 0.0 0.0 0.0
H -4.337660 -4.535583 3.549853 0.0 0.0 0.0
H -4.126059 -3.048647 1.584275 0.0 0.0 0.0
C 2.049244 -0.979481 -1.424284 0.0 0.0 0.0
N 0.592676 -0.849529 -1.495895 0.0 0.0 0.0
P -0.145579 0.364681 -2.460404 0.0 0.0 0.1
C 0.293910 -0.165813 -4.158937 0.0 0.0 0.0
C 0.659873 -1.475436 -4.450229 0.0 0.0 0.0
C 0.883437 -1.871826 -5.763469 0.0 0.0 0.0
C 0.735689 -0.963520 -6.799648 0.0 0.0 0.0
C 0.359912 0.345172 -6.519531 0.0 0.0 0.0
C 0.137704 0.738983 -5.210580 0.0 0.0 0.0
C 0.989961 1.781570 -2.225037 0.0 0.0 0.0
C 2.178464 1.966927 -2.932804 0.0 0.0 0.0
C 2.999329 3.047518 -2.655225 0.0 0.0 0.0
C 2.641322 3.956439 -1.666011 0.0 0.0 0.0
C 1.461050 3.785353 -0.960126 0.0 0.0 0.0
C 0.633758 2.703053 -1.240793 0.0 0.0 0.0
P -0.455987 -1.836751 -0.594583 0.0 -0.1 0.0
C 0.113041 -1.621951 1.126612 0.0 0.1 0.0
C 0.562037 -0.362366 1.527895 0.0 -0.1 0.0
C 0.831274 -0.102385 2.864551 0.0 0.0 0.0
C 0.648420 -1.097955 3.812045 0.0 0.0 0.0
C 0.179395 -2.346518 3.426663 0.0 0.0 0.0
C -0.097394 -2.605643 2.094253 0.0 0.0 0.0
C 0.102126 -3.531881 -1.009355 0.0 0.0 0.0
C -0.571072 -4.168866 -2.051376 0.0 0.0 0.0
C -0.178077 -5.425447 -2.489611 0.0 0.0 0.0
C 0.891266 -6.065826 -1.880924 0.0 0.0 0.0
C 1.564461 -5.447412 -0.835926 0.0 0.0 0.0
C 1.173228 -4.188904 -0.403538 0.0 0.0 0.0
H 2.482319 -0.237279 -0.750538 0.0 0.0 0.0
H 2.488242 -0.844810 -2.413662 0.0 0.0 0.0
H 2.321201 -1.973262 -1.071554 0.0 0.0 0.0
H 0.773044 -2.194078 -3.646851 0.0 0.0 0.0
H 1.174610 -2.893454 -5.973324 0.0 0.0 0.0
H 0.909872 -1.270875 -7.822729 0.0 0.0 0.0
H 0.240215 1.058144 -7.325345 0.0 0.0 0.0
H -0.152575 1.762955 -5.001220 0.0 0.0 0.0
H 2.461566 1.268075 -3.710776 0.0 0.0 0.0
H 3.918760 3.183104 -3.210875 0.0 0.0 0.0
H 3.280679 4.803932 -1.451917 0.0 0.0 0.0
H 1.172626 4.499011 -0.198396 0.0 0.0 0.0
H -0.297714 2.588255 -0.692378 0.0 0.0 0.0
H 0.682290 0.429159 0.794487 0.0 0.0 0.0
H 1.133331 0.893443 3.159374 0.0 0.0 0.0
H 0.849137 -0.894102 4.856498 0.0 0.0 0.0
H 0.014861 -3.118101 4.168689 0.0 0.0 0.0
H -0.477762 -3.579348 1.806979 0.0 0.0 0.0
H -1.409789 -3.670261 -2.525092 0.0 0.0 0.0
H -0.709920 -5.906245 -3.300575 0.0 0.0 0.0
H 1.197917 -7.048210 -2.216520 0.0 0.0 0.0
H 2.398065 -5.945045 -0.356972 0.0 0.0 0.0
H 1.700527 -3.718498 0.417220 0.0 0.0 0.0
```
Forces are in eV/Å.

As for the spin multiplicity: 1. For the energy relative to the best compared isomer or geometry (same formula, charge and spin), the calculation gives 2.3 kJ/mol. Its net charge is 0.

In eV, the HOMO level values for the records above are, in order, -18.13, -8.92, -10.45, -7.14.
In Ha, the LUMO values for the records above are, in order, -0.459, 0.022, -0.085, 0.006.